Computed, not measured: a structure of composition C25H33Al2BBr3Cl5F2N2O23PS5, with wB97M-V/def2-TZVPD.

HOMO-LUMO gap, eV: 1.7
Molar mass, u: 1440.6
HOMO energy, eV: -9.4
DFT total energy, eV: -432007.6364
Net charge: +1

XYZ file:
```
102
Properties=species:S:1:pos:R:3:forces:R:3:lowdin_charge:R:1
O 2.98692 -2.29236 -1.62294 -0.661 -0.366 0.213 0.14
O -3.60470 -6.33414 -3.68300 -0.844 1.080 0.105 -0.22
H 2.11022 5.26413 3.78620 -0.488 0.491 -0.698 0.07
H -3.66903 3.00315 3.56607 -0.630 1.692 -0.442 0.08
H -4.68258 3.68231 -1.33788 0.654 -1.899 0.202 0.10
S 1.00541 2.61306 3.71952 0.594 1.896 2.532 1.03
H -1.52298 1.21030 1.47910 -0.186 -1.891 0.699 0.10
O -4.74755 -5.44028 -1.66895 -0.195 0.461 -0.822 -0.19
H 0.06819 4.52433 0.81329 1.106 -1.235 1.355 0.16
C 3.24952 -1.18508 3.73096 -5.274 4.312 -2.964 0.15
O 0.52363 2.91374 5.12047 0.107 -1.347 -3.899 -0.40
O -5.52122 -4.71396 -3.91557 0.823 -0.566 0.463 -0.24
H 3.95159 -0.64212 -6.32508 0.692 0.552 -0.310 0.14
Al -3.57447 6.73297 -1.41852 0.039 -0.462 0.085 0.90
C -4.01797 4.05378 3.26456 -1.235 1.416 -0.689 -0.39
Br 4.57252 -7.57144 0.84782 1.521 -0.185 0.000 0.87
H -2.95209 -5.41253 -0.68127 0.006 0.138 0.035 0.14
C 2.62523 -0.56321 -4.66155 -0.957 -0.575 1.377 0.00
H 4.69710 -2.37141 -4.80149 -0.610 0.295 -0.227 0.12
O 6.13371 -2.96115 -2.32985 -0.020 0.110 -0.433 0.06
C -3.40406 -3.52251 -1.64961 -0.096 0.316 0.453 -0.19
C -4.44906 4.15670 1.68031 3.053 2.584 -1.460 -0.39
O 1.85522 -5.48599 1.19907 -0.154 -0.516 -0.330 0.22
C -4.39921 2.60720 -0.98990 -2.694 1.385 0.710 -0.24
C -4.51579 1.11231 1.17642 -1.969 -0.194 0.962 -0.11
O 2.01871 -7.40656 2.36443 -0.157 0.323 -0.769 0.10
C 0.88494 -3.27948 -1.08544 -3.291 -0.246 0.109 -0.40
H -4.60309 1.82793 -1.81852 -0.547 1.571 1.631 0.07
N 1.86046 5.74921 2.91097 0.484 -0.877 -0.842 0.00
O -3.82981 0.26358 0.22265 1.663 -0.240 2.595 -0.14
S -2.59458 5.25465 3.61244 -0.452 0.062 -0.308 0.71
C 2.03523 1.42192 1.20815 1.229 -1.189 -0.990 -0.28
H -6.27097 1.85252 -0.00117 1.758 1.183 0.790 0.19
H -3.88269 1.47612 2.06437 -0.527 -0.354 -1.599 0.11
H 2.30987 0.71674 0.30948 -0.807 1.149 1.478 0.13
C 5.01919 -1.34084 -4.61368 2.212 -1.576 2.253 0.03
C -5.70196 8.21039 1.99168 -1.165 0.313 1.038 -1.94
C 0.83038 3.89120 1.43921 0.336 1.015 -1.245 -0.35
H -2.44258 -3.11747 -1.32903 0.015 -0.189 -0.329 0.10
S 0.10604 -0.61018 1.22031 -0.390 -0.349 0.348 1.05
H -2.95764 6.49563 3.03852 -0.260 -1.693 0.520 -0.13
Cl -7.00770 9.25965 1.40477 0.546 -0.396 0.064 0.59
C 4.02697 -0.34384 -5.26870 -1.936 1.851 -1.225 -0.51
H -4.16735 -2.74083 -1.58605 -0.002 -0.040 0.044 0.12
H 5.08492 -1.21224 -3.52933 -0.223 0.186 -0.351 0.06
H 0.91095 6.15180 2.93705 0.835 -0.586 0.163 0.07
H -5.37094 0.46224 1.63971 1.553 1.173 -0.632 0.17
C 2.34099 -3.21335 -1.17336 3.702 0.218 -0.303 -0.38
C 1.12787 2.58182 0.55899 0.312 -0.015 0.778 -0.33
H 3.80735 -1.62857 4.64477 -1.020 0.776 -2.464 0.09
O -2.84524 -1.79574 0.67155 0.275 6.626 0.637 0.09
P 2.01763 3.12770 -1.06781 0.111 -1.878 0.114 0.53
H 0.14526 2.07313 0.18882 1.897 0.863 0.469 0.10
C 1.92639 -6.81667 1.31167 -0.215 1.118 3.371 -0.54
O 6.38331 -0.96275 -1.58709 -0.126 -0.127 -0.283 0.05
Cl -4.98906 8.91171 3.45838 -0.040 -0.280 -0.621 0.59
Br 6.88303 -5.61037 -0.18404 -0.258 -0.459 -0.014 0.64
H -4.89739 4.45153 3.91764 1.324 -1.266 -1.260 0.09
H 7.03819 -7.91368 0.74988 -0.268 0.085 -0.244 -0.03
H 3.11782 4.39324 1.72804 -1.674 0.491 0.226 0.13
H 1.88854 0.11231 -5.10863 0.473 0.101 -0.154 0.09
O 0.16706 3.67577 2.72214 -0.028 -2.133 0.009 -0.38
O 4.41826 0.86793 -4.96434 0.323 -1.360 -0.538 0.15
C 2.40014 -0.49403 2.98469 3.388 -2.834 3.905 -0.03
O 0.46353 1.08350 3.26663 -0.494 0.593 0.381 -0.47
H -1.77489 -0.08162 2.81291 -0.101 0.190 -2.089 -0.16
C 6.33680 -7.45777 0.05018 0.183 0.130 0.168 -1.55
Cl -4.44267 8.06998 0.73104 0.398 0.349 -0.058 0.42
H 2.28773 -1.58805 -4.85042 0.338 0.008 -0.059 0.10
H -3.23634 2.67242 -0.72190 -1.485 0.415 0.275 -0.06
F 3.36267 1.88130 1.67439 -2.795 -0.200 -0.327 -0.07
O 0.10915 -2.42245 -1.44875 0.290 -0.252 0.225 0.10
H 3.09701 2.25207 -1.42710 -0.419 0.609 0.760 0.04
C 1.28854 0.44390 2.26139 2.247 -0.713 -0.038 -0.62
C 1.87754 -7.42462 -0.00995 -0.418 -2.228 -3.241 -0.53
Cl -2.56144 1.60627 -1.77419 3.866 -0.612 -1.691 0.56
H 2.10568 5.62651 0.79524 0.020 -1.385 1.538 0.11
S -4.35946 -5.20195 -3.22940 0.321 -0.242 -0.010 0.66
C -3.80750 -4.75026 -0.84578 0.745 -0.011 0.155 -0.17
H -4.25432 -4.49031 0.11474 -0.178 -0.103 -0.225 0.13
C -5.25601 2.30568 0.35848 0.239 -2.163 -1.618 -0.24
S 0.76369 3.17914 -2.60590 -0.936 -0.334 -0.047 0.29
C 2.08453 4.88825 1.70194 -0.204 1.241 -0.553 -0.23
O 0.51892 -4.43865 -0.53553 0.342 1.011 -0.358 0.24
O 2.87170 -4.33039 -0.67743 -0.853 0.810 -0.255 0.25
B 1.75502 -5.18299 -0.23916 0.399 -0.647 0.060 -0.92
C -2.78085 -0.52180 0.81063 -0.332 -6.196 -0.337 -0.34
O -3.69781 4.94884 0.98236 -4.132 -3.839 1.986 -0.18
Br 6.44961 -8.46873 -1.60396 -0.051 0.200 0.272 0.56
H 2.60864 -0.40941 -3.57628 0.049 -0.063 -0.126 0.08
O -5.59520 3.47777 1.14870 2.943 0.411 0.851 -0.04
O 1.77561 -6.47247 -0.94134 -0.081 0.137 0.763 0.23
C -1.55815 0.05730 1.67456 -0.733 2.691 -0.662 -0.41
O 6.69165 -2.63845 -0.28763 -0.081 0.126 -0.553 -0.01
Al -1.75047 -0.37787 4.78911 0.612 -0.105 0.499 1.15
H 6.02682 -1.23191 -5.02703 -0.339 0.383 -0.111 0.11
F 1.44684 0.59346 -1.30649 -0.185 1.353 -0.345 -0.51
Cl -6.35652 6.59937 2.36021 0.109 0.357 -0.177 0.62
N 6.40523 -2.18782 -1.39896 0.125 0.211 0.967 -0.59
H 2.56398 4.45148 -0.97388 -0.291 -0.667 0.291 0.00
O 1.92180 -8.60777 -0.25144 -0.322 0.905 0.419 0.12
O -3.33166 -3.96394 -3.00536 -0.425 -0.879 -0.018 -0.19
```
Forces are in eV/Å.